1.
A 6-piece molecular cluster, C33H55O16 overall at a distorted geometry. Source: the OMol25 dataset; level of theory: ωB97M-V/def2-TZVPD.

Positions of all 104 atoms, in Å:
C  5.691  -0.158  0.379
C  5.068  -0.155  -1.139
O  4.256  1.081  -1.376
C  2.808  0.757  -1.296
C  2.002  2.192  -1.469
C  0.529  1.988  -2.217
C  -0.692  2.417  -1.210
C  -2.018  1.503  -1.522
C  -3.209  2.258  -2.353
C  -4.414  2.820  -1.396
C  -5.016  1.747  -0.320
C  -6.631  1.933  0.009
C  -6.971  0.885  1.212
C  -7.604  1.911  -1.290
C  -8.546  0.599  -1.502
C  -7.739  -0.720  -2.139
C  -6.708  -1.511  -1.418
C  -5.211  -1.635  -2.152
C  -6.891  -2.317  -0.004
H  6.852  -0.404  0.281
H  5.243  -0.974  1.096
H  5.642  0.922  0.868
H  5.986  -0.110  -1.895
H  4.467  -1.126  -1.426
H  2.486  0.323  -0.247
H  2.483  0.018  -2.172
H  1.922  2.676  -0.404
H  2.658  2.864  -2.200
H  0.486  0.868  -2.591
H  0.508  2.694  -3.154
H  -0.882  3.585  -1.275
H  -0.329  2.127  -0.111
H  -2.340  1.007  -0.513
H  -1.645  0.607  -2.217
H  -3.679  1.402  -3.039
H  -5.224  3.311  -2.111
H  -3.973  3.732  -0.765
H  -4.458  1.934  0.712
H  -4.721  0.668  -0.659
H  -6.719  3.026  0.483
H  -8.056  0.461  1.242
H  -6.827  1.486  2.234
H  -6.120  0.068  1.216
H  -7.003  2.067  -2.309
H  -8.326  2.855  -1.207
H  -9.216  0.296  -0.584
H  -9.325  0.888  -2.361
H  -8.029  -1.103  -3.232
H  -4.934  -0.597  -2.617
H  -5.280  -2.518  -2.917
H  -4.385  -1.847  -1.318
H  -6.895  -3.477  -0.279
H  -5.947  -2.181  0.712
H  -7.885  -2.100  0.573
C  -7.082  -3.871  3.975
C  -5.619  -4.172  3.999
O  -5.040  -3.023  3.411
C  -5.927  -1.999  3.583
O  -5.682  -0.828  3.348
O  -7.125  -2.458  4.052
H  -7.614  -4.321  4.818
H  -7.559  -4.189  3.043
H  -5.231  -4.282  5.018
H  -5.369  -5.069  3.426
C  8.738  -2.505  0.866
C  9.581  -1.546  0.089
O  10.876  -1.744  0.624
C  10.897  -3.000  1.159
O  11.904  -3.563  1.553
O  9.644  -3.542  1.194
H  7.901  -2.894  0.279
H  8.351  -2.068  1.792
H  9.600  -1.778  -0.981
H  9.260  -0.509  0.223
C  -3.781  7.072  -0.878
C  -4.898  7.948  -0.409
O  -6.048  7.154  -0.629
C  -5.637  5.852  -0.638
O  -6.389  4.892  -0.634
O  -4.275  5.765  -0.650
H  -2.857  7.241  -0.320
H  -3.578  7.191  -1.948
H  -4.827  8.179  0.659
H  -4.958  8.883  -0.972
C  2.853  -4.066  -4.372
C  2.701  -3.756  -2.918
O  4.038  -3.629  -2.471
C  4.792  -3.309  -3.563
O  5.960  -2.960  -3.515
O  4.069  -3.430  -4.715
H  2.027  -3.671  -4.970
H  2.949  -5.140  -4.563
H  2.178  -2.810  -2.744
H  2.185  -4.552  -2.374
C  13.090  -2.019  5.398
C  12.344  -1.758  4.129
O  11.221  -1.012  4.560
C  11.566  -0.423  5.742
O  10.898  0.426  6.309
O  12.754  -0.908  6.207
H  14.171  -2.073  5.242
H  12.757  -2.934  5.898
H  12.921  -1.153  3.422
H  12.030  -2.681  3.634

Computed properties:
LUMO energy (Eh): 0.064
Charge: -1
HOMO-LUMO gap (eV): 3.09

Atom charges from the Löwdin analysis, given in e for atoms 1 to 99: -0.095, -0.232, -0.240, -0.221, -0.182, -0.222, -0.250, -0.338, -0.296, -0.298, -0.187, -0.330, -0.120, -0.184, -0.219, -0.079, -0.272, -0.101, -0.120, 0.048, 0.079, 0.098, 0.127, 0.110, 0.135, 0.117, 0.106, 0.112, 0.091, 0.102, 0.104, 0.093, 0.068, 0.079, -0.004, 0.084, 0.083, 0.118, 0.083, 0.114, 0.062, 0.088, 0.054, 0.124, 0.114, 0.087, 0.099, 0.102, 0.062, 0.067, 0.087, 0.085, 0.072, 0.078, -0.148, -0.147, 0.056, -0.520, 0.126, 0.060, 0.133, 0.132, 0.133, 0.135, -0.148, -0.142, 0.063, -0.517, 0.110, 0.068, 0.139, 0.137, 0.141, 0.131, -0.137, -0.152, 0.058, -0.493, 0.115, 0.025, 0.136, 0.137, 0.131, 0.131, -0.139, -0.137, 0.045, -0.522, 0.121, 0.065, 0.141, 0.134, 0.134, 0.138, -0.138, -0.143, 0.062, -0.517, 0.130

2.
A 8-piece molecular cluster, C33H56ClN7O5 overall at a distorted geometry. Source: the OMol25 dataset; level of theory: ωB97M-V/def2-TZVPD.

Positions of all 102 atoms, in Å:
Cl  -2.680  1.748  -6.439
O  -1.299  1.702  -6.023
O  -2.721  1.603  -7.862
O  -3.433  0.632  -5.904
O  -3.374  2.973  -6.205
C  -2.539  0.859  -2.479
C  -1.764  0.994  -1.176
C  -2.413  -0.051  -0.374
C  -1.552  -0.558  0.843
C  -0.112  -0.952  0.341
C  0.614  0.214  -0.400
N  -0.330  0.645  -1.448
O  0.314  1.596  -2.343
C  1.832  -0.441  -1.017
C  0.986  1.273  0.612
C  -2.094  2.332  -0.419
H  -3.606  1.083  -2.459
H  -2.438  -0.125  -2.936
H  -2.237  1.568  -3.249
H  -2.736  -0.931  -0.932
H  -3.321  0.278  0.132
H  -2.023  -1.412  1.330
H  -1.417  0.260  1.551
H  -0.191  -1.867  -0.247
H  0.442  -1.278  1.221
H  2.538  -0.688  -0.224
H  2.367  0.152  -1.759
H  1.620  -1.429  -1.427
H  0.104  1.701  1.088
H  1.596  2.043  0.141
H  1.650  0.880  1.382
H  -1.420  3.116  -0.765
H  -2.019  2.172  0.657
H  -3.086  2.760  -0.557
C  3.941  -3.812  -2.761
C  3.714  -2.542  -3.534
C  4.592  -1.339  -3.066
C  4.519  -0.049  -3.698
N  4.201  0.899  -4.248
H  4.916  -4.282  -2.888
H  3.213  -4.558  -3.081
H  3.527  -3.641  -1.767
H  2.716  -2.110  -3.466
H  3.789  -2.572  -4.621
H  5.627  -1.561  -2.806
H  4.203  -1.165  -2.063
C  0.044  -3.137  4.165
C  0.034  -2.322  5.488
C  -0.270  -3.185  6.706
C  -1.394  -4.199  6.643
N  -2.305  -4.854  6.633
H  -0.924  -3.551  3.884
H  0.779  -3.940  4.218
H  0.445  -2.455  3.415
H  -0.633  -1.460  5.486
H  0.958  -1.800  5.735
H  -0.538  -2.605  7.588
H  0.609  -3.783  6.949
C  -6.883  2.321  -0.341
C  -5.631  3.070  0.008
C  -5.779  3.929  1.200
C  -6.882  4.765  1.306
N  -7.756  5.449  1.358
H  -7.775  2.942  -0.420
H  -7.087  1.483  0.326
H  -6.651  1.913  -1.325
H  -5.303  3.803  -0.728
H  -4.822  2.350  0.134
H  -4.905  4.579  1.171
H  -5.816  3.204  2.013
C  0.322  -3.956  -5.450
C  -0.302  -3.518  -4.085
C  -0.580  -2.011  -3.921
C  0.491  -1.168  -4.396
N  1.359  -0.438  -4.768
H  1.156  -3.328  -5.764
H  -0.421  -3.983  -6.247
H  0.582  -5.015  -5.427
H  0.318  -3.944  -3.296
H  -1.248  -4.027  -3.902
H  -0.628  -1.698  -2.878
H  -1.481  -1.738  -4.470
N  4.128  1.303  2.538
C  4.840  0.445  3.300
C  5.853  -0.216  2.513
C  5.614  0.274  1.217
C  4.568  1.262  1.254
H  3.370  1.841  2.935
H  4.633  0.327  4.354
H  6.494  -1.051  2.754
H  5.999  -0.076  0.270
H  4.026  1.928  0.598
N  1.040  2.385  5.540
C  0.812  2.207  4.194
C  1.609  3.138  3.500
C  2.310  3.855  4.424
C  1.988  3.369  5.655
H  0.509  1.933  6.270
H  0.056  1.489  3.914
H  1.624  3.335  2.438
H  2.977  4.625  4.064
H  2.252  3.811  6.605

Computed properties:
LUMO energy (spin up / spin down) (Eh): 0.201 / 0.200
Charge: -3
HOMO-LUMO gap (spin up / spin down) (eV): 2.43 / 3.69
⟨S²⟩: 0.751
Spin multiplicity: 2

Atom charges from the Löwdin analysis, given in e for atoms 1 to 99: 0.586, -0.356, -0.428, -0.409, -0.391, -0.052, -0.507, -0.194, -0.150, -0.140, -0.526, -0.161, -0.317, -0.057, -0.056, -0.032, 0.075, 0.061, 0.074, 0.105, 0.097, 0.090, 0.075, 0.095, 0.086, 0.071, 0.070, 0.062, 0.059, 0.076, 0.058, 0.074, 0.056, 0.033, -0.106, -0.262, -0.209, -0.266, 0.160, 0.070, 0.058, 0.078, 0.062, 0.103, 0.104, 0.086, -0.102, -0.317, -0.359, -0.300, 0.100, 0.068, 0.062, 0.050, 0.067, 0.051, 0.025, 0.072, -0.098, -0.283, -0.228, -0.291, 0.150, 0.068, 0.078, 0.079, 0.124, 0.092, 0.137, 0.136, -0.106, -0.234, -0.178, -0.220, 0.197, 0.059, 0.061, 0.051, 0.086, 0.094, 0.096, 0.124, 0.011, -0.152, -0.115, -0.137, -0.115, 0.095, 0.080, 0.069, 0.069, 0.104, 0.013, -0.136, -0.167, -0.161, -0.245, 0.015, 0.094

| no. | M (u) |
| --- | --- |
| 1 | 707.8 |
| 2 | 666.3 |